A cluster of 2 separate species, C4H8N2O4 in total in a non-equilibrium geometry, computed with ωB97M-V/def2-TZVPD.

Properties
highest occupied orbital energy	-0.36285	Ha
structure (SMILES)	NC(=O)[C@@H]1OC(=O)[C@H]1N.O
energy relative to the best compared isomer or geometry (same formula, charge and spin)	1.486	eV
maximum force	3.12	eV/A
DFT total energy	-15447.36226	eV
gap between HOMO and LUMO	10.48	eV

```
! wB97M-V def2-TZVPD RIJCOSX def2/J DEFGRID3
* xyz 0 1
N -0.749 1.378 -1.467
C -1.015 0.240 -0.654
C 0.165 -0.406 0.125
O -0.800 -0.561 1.291
C -1.646 0.334 0.748
O -2.174 1.205 1.400
C 0.655 -1.759 -0.365
N 1.530 -1.694 -1.382
O 0.342 -2.803 0.191
H -1.556 1.664 -2.010
H -0.399 2.159 -0.917
H -1.558 -0.522 -1.232
H 1.009 0.296 0.163
H 1.919 -0.814 -1.695
H 1.850 -2.545 -1.825
O 1.093 1.460 2.359
H 0.135 1.768 2.489
H 1.201 0.602 2.782
*
```